Entry 1:
Molecular formula: C5H11N6OS
Method: DFT, ωB97M-V with the def2-TZVPD basis set

Last column: Mulliken spin population.
Atoms and positions in Å:
C1 0.843447 -0.634733 -0.616168  -0.054
C2 -0.186366 0.219047 -0.973138  0.255
C3 -0.568254 -0.908371 1.226737  1.521
C4 -1.014738 3.049512 -1.219523  -0.016
C5 -0.463007 1.011174 -2.222788  -0.028
N1 0.612467 -1.154122 0.576946  0.011
N2 0.097149 2.987020 -0.434965  0.013
N3 1.546593 -3.258769 1.927716  0.008
N4 0.037505 -4.718295 2.629685  0.000
N5 0.387265 -3.661819 1.964231  0.011
N6 -1.952498 3.992975 -1.143155  0.001
O1 -1.371441 2.135643 -2.007930  0.018
S1 -1.520070 0.094814 0.174375  0.230
H1 1.715079 -0.694841 -1.297655  -0.008
H2 0.503287 1.215819 -2.745608  0.011
H3 -0.997628 0.506524 -3.100392  0.027
H4 0.463619 3.841855 -0.074598  -0.001
H5 0.853710 2.373496 -0.685187  0.005
H6 2.060120 -3.962050 2.493264  0.002
H7 1.312182 -1.935502 0.949602  -0.010
H8 0.570592 -5.301813 3.118673  0.001
H9 -0.939336 -4.953690 2.407454  0.001
H10 -2.265597 4.428045 -0.330738  0.001
H11 -2.564509 4.157152 -1.951886  0.000

Forces on atoms 1 to 6 (eV/Å):
-1.1 2.5 -1.6
-0.7 0.2 -0.8
0.7 0.8 -1.7
0.4 0.9 2.4
0.6 -2.4 -2.1
3.1 -3.5 1.7

**Relative energy (zero: lowest compared OMol25 entry of this formula, charge and spin)**: 71.4 kcal per mole
**HOMO (spin up / spin down)**: -8.181 / -11.533 eV
**Lowest unoccupied orbital energy (spin up / spin down)**: -2.53 / -4.05 eV
**Largest force on an atom**: 6.102 eV/A
**<S²>**: 2.02
**Total charge**: +1
**Spin multiplicity**: 3
**Electronic energy**: -27173.4715 eV
**Frontier orbital gap (spin up / spin down)**: 0.2076 / 0.2750 Ha

---

Entry 2:
Molecular formula: C51H80F18IN2O14P2S
Method: DFT, ωB97M-V with the def2-TZVPD basis set

Last column: Mulliken charge in e.
Atoms and positions in Å:
C1 1.512414 7.500572 4.366670  -1.461
C2 0.687228 6.502711 3.537617  0.659
C3 1.342179 5.120559 3.470624  -1.692
I1 3.263959 5.336072 2.570623  0.276
N1 0.338498 4.051431 3.033418  0.582
C4 0.294564 2.845903 4.017400  -0.735
P1 -0.496826 3.522523 5.594368  0.274
S1 0.169512 2.718130 7.222272  -0.341
C5 -0.421442 1.541560 3.532685  2.863
C6 -1.362755 0.969003 4.638330  -2.429
C7 -2.065421 -0.342699 4.185219  0.042
C8 -1.773429 -1.530633 5.134239  -0.417
C9 -2.943948 -1.911415 6.037973  -0.701
O1 -3.798521 -2.873849 5.441005  -0.561
C10 0.634626 0.388245 3.358752  -1.840
C11 0.752490 -0.337630 2.009620  -1.029
C12 0.372060 -1.845635 2.020619  2.306
C13 -0.888640 -2.135126 1.155995  -1.527
C14 1.552281 -2.635523 1.434858  -1.972
C15 -1.363330 1.770389 2.331377  -1.394
C16 -1.038225 2.875660 1.288484  -1.567
C17 0.194703 3.743703 1.572517  0.891
C18 0.108653 4.979160 0.660481  -2.375
C19 -1.219474 5.751796 0.507939  0.107
C20 -2.183194 5.866896 1.693021  -1.614
O2 -1.948165 5.178158 -0.570110  -0.157
C21 -2.347652 6.078911 -1.597718  -0.209
C22 -3.745613 5.733704 -2.072960  0.486
C23 -4.240778 4.438109 -1.944209  -0.378
C24 -5.545030 4.155367 -2.357288  -0.639
C25 -6.335704 5.174076 -2.880996  -0.421
C26 -5.836397 6.465693 -3.029037  -0.783
C27 -4.532171 6.753874 -2.616753  -0.384
P2 1.651913 2.719546 0.919010  -0.130
N2 2.635507 2.180708 2.014953  -0.519
H1 2.317382 7.007767 4.902092  0.412
H2 1.869631 8.325035 3.762645  0.403
H3 0.865630 7.933964 5.125438  0.383
H4 -0.254728 6.371035 4.075517  0.208
H5 0.432504 6.883296 2.554281  -0.005
H6 1.584461 4.885085 4.500200  1.047
H7 -0.544465 4.527776 3.239719  0.446
H8 1.317900 2.700450 4.344968  0.990
H9 -1.886950 3.554503 5.406410  0.082
H10 -0.138307 4.882465 5.592195  0.083
H11 -2.187446 1.653284 4.829113  0.421
H12 -0.810601 0.733315 5.538420  0.466
H13 -3.142709 -0.208332 4.206461  0.895
H14 -1.745339 -0.654865 3.198942  -0.843
H15 -0.872176 -1.376073 5.725056  0.250
H16 -1.572318 -2.401060 4.508684  0.047
H17 -2.531282 -2.364568 6.944123  0.265
H18 -3.536254 -1.056542 6.350290  0.453
H19 -3.256978 -3.614897 5.163058  0.353
H20 0.472415 -0.379772 4.109909  0.707
H21 1.621827 0.761591 3.607861  0.597
H22 0.212123 0.114990 1.182299  0.104
H23 1.800176 -0.308174 1.720330  0.534
H24 0.198451 -2.192374 3.036508  -0.787
H25 -1.682764 -2.493590 1.815023  0.186
H26 -0.699687 -2.934210 0.456903  0.598
H27 -1.277695 -1.239739 0.678624  0.143
H28 2.444205 -2.441271 2.028460  0.466
H29 1.749180 -2.240436 0.440578  0.407
H30 1.336780 -3.697035 1.369910  0.488
H31 -2.343930 2.012415 2.740545  0.959
H32 -1.531007 0.852950 1.785781  0.169
H33 -0.868202 2.383404 0.335643  0.770
H34 -1.927550 3.468849 1.134151  0.163
H35 0.335794 4.617240 -0.341064  0.684
H36 0.904229 5.695819 0.851357  0.515
H37 -0.951004 6.766481 0.217865  0.856
H38 -2.771127 6.772656 1.571780  0.350
H39 -2.907279 5.058130 1.693203  0.390
H40 -1.737741 5.923496 2.684704  0.231
H41 -2.376693 7.112456 -1.258643  -0.124
H42 -1.665866 5.959875 -2.441495  0.303
H43 -3.636584 3.647650 -1.528642  0.484
H44 -5.919471 3.151036 -2.235244  0.417
H45 -7.351766 4.955476 -3.175752  0.373
H46 -6.443291 7.263652 -3.427354  0.421
H47 -4.130974 7.752691 -2.714039  0.499
H48 2.287776 3.545651 -0.024691  0.209
H49 1.073117 1.681245 0.178882  0.010
H50 3.572695 2.532831 1.885450  0.309
C28 -4.491226 -2.831228 -3.770827  -1.136
C29 -3.261842 -2.794961 -4.650461  -0.118
O3 -2.199328 -2.035004 -4.030387  -0.331
C30 -1.462746 -2.676866 -3.145461  0.374
O4 -1.576449 -3.813322 -2.790668  -0.507
C31 -0.356897 -1.745638 -2.617822  0.824
F1 -0.833274 -0.523100 -2.329965  -0.271
F2 0.614146 -1.596761 -3.521326  -0.243
F3 0.180222 -2.240243 -1.504420  -0.213
H51 -4.809787 -1.819110 -3.520318  0.301
H52 -5.305163 -3.338117 -4.286724  0.394
H53 -4.291467 -3.358109 -2.838082  0.312
H54 -3.471131 -2.283063 -5.586384  0.339
H55 -2.907768 -3.796206 -4.890362  0.243
C32 1.221868 -5.128276 -3.513272  -0.694
C33 0.580643 -6.307924 -4.206873  -0.343
O5 1.293323 -6.671127 -5.409160  -0.348
C34 2.356379 -7.438386 -5.243664  0.383
O6 2.796509 -7.850538 -4.213007  -0.518
C35 2.962356 -7.777949 -6.618323  0.950
F4 3.022411 -6.691987 -7.400635  -0.264
F5 2.217717 -8.694592 -7.252805  -0.267
F6 4.193379 -8.259150 -6.488216  -0.264
H56 1.310745 -4.281439 -4.196673  0.250
H57 0.617771 -4.833131 -2.659529  0.055
H58 2.224793 -5.372839 -3.162811  0.453
H59 -0.426039 -6.057969 -4.534484  0.309
H60 0.508527 -7.170189 -3.545942  0.326
C36 -1.851796 13.147382 -2.563514  -1.120
C37 -0.898231 12.125151 -1.987854  -0.224
O7 -1.482737 11.450312 -0.848248  -0.333
C38 -2.289670 10.443501 -1.116224  0.353
O8 -2.588549 10.024791 -2.195606  -0.513
C39 -2.782424 9.830533 0.210204  0.980
F7 -3.123299 10.769304 1.088048  -0.258
F8 -1.795202 9.090946 0.764062  -0.257
F9 -3.829199 9.031870 0.025079  -0.234
H61 -2.166296 13.851266 -1.793091  0.316
H62 -1.366582 13.699246 -3.366919  0.376
H63 -2.745923 12.669695 -2.962788  0.320
H64 -0.001279 12.606160 -1.605610  0.323
H65 -0.592966 11.392457 -2.733157  0.326
C40 6.225481 -3.161287 -8.246785  -1.201
C41 4.863344 -3.502554 -7.685481  0.008
O9 4.550082 -2.677309 -6.541082  -0.310
C42 4.067902 -1.476031 -6.806288  0.319
O10 3.863440 -0.998555 -7.881371  -0.509
C43 3.756132 -0.744270 -5.488085  1.002
F10 4.739282 -0.896404 -4.594608  -0.260
F11 2.626854 -1.223025 -4.943345  -0.309
F12 3.589632 0.558466 -5.696591  -0.254
H66 6.987232 -3.238248 -7.470680  0.311
H67 6.477928 -3.844793 -9.056165  0.384
H68 6.246792 -2.143070 -8.634134  0.329
H69 4.843561 -4.523856 -7.316685  0.152
H70 4.081235 -3.404435 -8.436664  0.344
C44 3.157960 -2.212746 9.647880  -1.112
C45 1.686341 -2.559247 9.611806  -0.252
O11 1.248463 -2.833897 8.262915  -0.246
C46 1.479319 -4.059639 7.817200  0.245
O12 2.007952 -4.954325 8.401579  -0.509
C47 0.912855 -4.199144 6.392863  0.926
F13 1.211307 -3.130652 5.636546  -0.218
F14 -0.425754 -4.301025 6.441711  -0.248
F15 1.391311 -5.274813 5.787558  -0.263
H71 3.370004 -1.380838 8.975547  0.295
H72 3.451747 -1.932045 10.658257  0.385
H73 3.767586 -3.058944 9.332823  0.323
H74 1.083422 -1.716919 9.943349  0.314
H75 1.456315 -3.407397 10.254427  0.340
C48 2.135877 -11.105305 -5.261740  -0.811
C49 3.077463 -12.205709 -4.826645  -0.423
O13 2.639518 -12.811656 -3.593468  -0.340
C50 1.708433 -13.745508 -3.704002  0.343
O14 1.194250 -14.133651 -4.709596  -0.511
C51 1.385180 -14.319374 -2.311247  0.912
F16 1.266064 -13.347864 -1.400067  -0.248
F17 2.367597 -15.140474 -1.919205  -0.253
F18 0.249873 -15.006781 -2.340437  -0.238
H76 2.021410 -10.372283 -4.463775  0.266
H77 2.523645 -10.617071 -6.146181  0.235
H78 1.148703 -11.507444 -5.491642  0.345
H79 4.065469 -11.802748 -4.615307  0.351
H80 3.187310 -12.968092 -5.596418  0.343

Forces on atoms 1 to 6 (eV/Å):
-0.6 0.0 0.1
-0.1 -0.2 0.3
0.1 0.6 0.4
0.0 0.0 -0.2
-0.3 0.1 0.2
-0.8 0.7 0.4

**HOMO**: -10.986 eV
**Lowest unoccupied orbital energy**: -2.77 eV
**Largest force on an atom**: 1.963 eV/A
**Total charge**: +1
**Electronic energy**: -172251.0590 eV
**Frontier orbital gap**: 0.3021 Ha

---

Entry 3:
Molecular formula: C5H8O2
Method: DFT, ωB97M-V with the def2-TZVPD basis set

Last column: Mulliken charge in e.
Atoms and positions in Å:
C1 -2.022847 -0.042058 -0.895064  -1.208
C2 -0.794270 0.299095 -0.105902  -0.270
O1 0.630094 0.803456 2.499590  -0.472
C3 1.443468 0.659653 1.616845  0.033
C4 1.439977 -0.523570 0.689170  -0.413
C5 0.419744 -0.188985 -0.383820  0.407
O2 0.806160 -0.600944 -1.632437  -0.543
H1 -1.825026 -0.926933 -1.507670  0.318
H2 -2.792997 -0.318191 -0.164737  0.322
H3 -2.454599 0.742851 -1.521701  0.310
H4 -0.950301 0.775542 0.854057  0.326
H5 2.176750 1.454689 1.369690  0.325
H6 2.418535 -0.714352 0.239142  0.282
H7 1.098065 -1.423614 1.216864  0.233
H8 0.407243 0.003368 -2.274029  0.349

Forces on atoms 1 to 6 (eV/Å):
-0.1 0.0 -0.1
0.1 -0.2 0.0
0.6 0.0 -0.1
-0.2 0.0 0.2
0.0 0.1 0.0
-0.3 0.1 0.2

**Relative energy (zero: lowest compared OMol25 entry of this formula, charge and spin)**: 35.2 kcal per mole
**HOMO**: -8.690 eV
**Lowest unoccupied orbital energy**: 0.76 eV
**Largest force on an atom**: 0.626 eV/A
**Total charge**: 0
**Electronic energy**: -9408.3053 eV
**Frontier orbital gap**: 0.3473 Ha

---

Q: Which value of total charge does entry 2 give?
A: +1

---

Q: Which value of electronic energy does entry 2 give?
A: -172251.0590 eV

---

Q: What is the total charge in the second record?
A: +1